Record 1
{"formula": "C21H34N7S2V", "method": "wB97M-V/def2-TZVPD", "symbols": ["V", "N", "C", "C", "N", "C", "C", "N", "C", "C", "N", "H", "H", "H", "H", "H", "H", "H", "H", "H", "H", "H", "H", "H", "H", "H", "H", "H", "H", "C", "N", "C", "C", "C", "C", "C", "N", "C", "C", "C", "C", "C", "C", "H", "H", "H", "H", "H", "H", "H", "H", "H", "H", "H", "S", "C", "N", "C", "C", "S", "H", "H", "H", "H", "H"], "xyz": [[-0.352, -0.370, -0.339], [-0.808, -0.966, -2.236], [-1.887, -1.835, -1.894], [-2.926, -1.151, -0.970], [-2.497, 0.144, -0.441], [-2.807, 0.273, 0.991], [-1.889, -0.536, 1.907], [-0.513, -0.085, 1.731], [-3.154, 1.274, -1.119], [-2.995, 1.381, -2.636], [-1.590, 1.479, -3.025], [-1.120, -0.036, -2.616], [-0.176, -1.385, -2.915], [-0.658, -3.465, -1.930], [-2.422, -2.229, -2.780], [-3.125, -1.853, -0.151], [-3.875, -1.049, -1.514], [-3.856, 0.002, 1.192], [-2.672, 1.327, 1.256], [-1.921, -1.606, 1.670], [-2.246, -0.408, 2.943], [0.119, -0.672, 2.276], [-0.416, 0.878, 2.058], [-2.729, 2.184, -0.684], [-4.233, 1.258, -0.903], [-3.573, 2.266, -2.935], [-3.432, 0.519, -3.156], [-1.104, 2.137, -2.413], [-1.504, 1.805, -3.981], [2.472, -1.221, -0.540], [1.059, -1.432, -0.315], [0.680, -2.597, 0.254], [-0.557, -3.182, 0.060], [-1.186, -4.166, 0.833], [-2.288, -4.681, 0.147], [-2.410, -4.084, -1.068], [-1.330, -3.103, -1.247], [3.248, -1.096, 0.747], [4.296, -1.953, 1.048], [4.988, -1.821, 2.240], [4.622, -0.845, 3.149], [3.576, 0.016, 2.852], [2.895, -0.104, 1.655], [2.560, -0.282, -1.103], [2.890, -2.042, -1.140], [1.341, -3.075, 0.977], [-0.860, -4.450, 1.812], [-2.954, -5.427, 0.533], [-3.101, -4.244, -1.867], [4.586, -2.720, 0.345], [5.818, -2.475, 2.455], [5.155, -0.749, 4.083], [3.308, 0.793, 3.553], [2.089, 0.576, 1.394], [-0.318, 2.686, -0.176], [0.655, 3.987, 0.105], [1.710, 4.333, -0.672], [2.672, 5.211, -0.044], [1.843, 6.157, 0.812], [0.476, 5.108, 1.442], [2.015, 3.679, -1.378], [3.250, 5.744, -0.800], [3.364, 4.639, 0.594], [1.408, 6.965, 0.223], [2.395, 6.573, 1.653]], "mulliken_spin": [1.04, 0.02, 0.02, 0.00, -0.03, 0.01, -0.01, 0.01, -0.01, 0.01, 0.00, -0.02, 0.01, 0.00, 0.01, 0.00, 0.00, 0.00, 0.00, -0.01, 0.00, 0.01, 0.00, 0.00, 0.00, 0.00, 0.00, 0.00, 0.00, 0.02, -0.07, 0.01, -0.02, 0.00, 0.00, -0.01, -0.01, 0.00, 0.00, 0.00, 0.00, 0.00, 0.02, -0.01, 0.00, 0.00, 0.00, 0.00, 0.00, 0.00, 0.00, 0.00, 0.00, 0.00, -0.01, 0.01, 0.00, 0.00, 0.00, 0.00, 0.00, 0.00, 0.00, 0.00, 0.00], "homo_ev": [-7.75, -7.70], "spin_multiplicity": 2, "e_above_lowest_kcal_mol": 146.1, "gap_ha": [0.19478, 0.19315], "fmax_ha_per_bohr": 0.06846, "charge": 1}

Record 2
{"formula": "C35H36GeN2O2ReS3", "method": "wB97M-V/def2-TZVPD", "symbols": ["Re", "C", "C", "S", "C", "C", "S", "C", "C", "S", "H", "H", "H", "H", "H", "H", "H", "H", "H", "H", "H", "H", "C", "O", "C", "C", "C", "C", "C", "C", "N", "N", "C", "C", "O", "C", "C", "C", "C", "C", "C", "C", "C", "H", "H", "H", "H", "H", "H", "H", "H", "H", "H", "H", "H", "H", "Ge", "C", "C", "C", "C", "C", "C", "C", "C", "C", "C", "C", "C", "H", "H", "H", "H", "H", "H", "H", "H", "H", "H", "H"], "xyz": [[-0.265, 1.441, 0.778], [0.140, 1.794, 4.027], [-0.467, 3.142, 3.704], [-1.373, 3.178, 2.099], [-0.712, 4.728, 1.363], [0.761, 4.728, 1.002], [1.312, 3.198, 0.125], [2.782, 2.688, 1.095], [2.512, 2.320, 2.538], [1.169, 1.070, 2.695], [-0.632, 1.048, 4.215], [0.773, 1.861, 4.915], [0.274, 3.938, 3.682], [-1.200, 3.390, 4.476], [-0.928, 5.522, 2.080], [-1.334, 4.901, 0.486], [1.403, 4.861, 1.869], [0.953, 5.555, 0.315], [3.511, 3.497, 1.037], [3.171, 1.828, 0.548], [2.262, 3.183, 3.154], [3.402, 1.854, 2.967], [-2.123, 2.987, -1.501], [-1.889, 1.785, -0.762], [-2.984, 0.987, -0.507], [-4.223, 1.126, -1.111], [-5.236, 0.222, -0.815], [-5.010, -0.853, 0.040], [-3.777, -1.012, 0.639], [-2.761, -0.074, 0.405], [-1.504, -0.143, 0.985], [-1.169, -1.226, 1.544], [0.049, -1.733, 1.681], [1.064, -1.416, 0.703], [0.850, -0.400, -0.147], [2.215, -2.193, 0.651], [2.463, -3.164, 1.606], [1.555, -3.427, 2.647], [1.840, -4.370, 3.663], [0.925, -4.613, 4.670], [-0.296, -3.940, 4.683], [-0.594, -2.997, 3.709], [0.315, -2.726, 2.680], [-2.451, 2.758, -2.517], [-1.174, 3.519, -1.562], [-2.879, 3.602, -1.004], [-4.422, 1.920, -1.812], [-6.205, 0.359, -1.269], [-5.803, -1.557, 0.243], [-3.586, -1.824, 1.323], [2.941, -1.995, -0.125], [3.382, -3.730, 1.558], [2.785, -4.895, 3.650], [1.148, -5.333, 5.443], [-1.020, -4.157, 5.454], [-1.540, -2.477, 3.732], [0.860, -0.331, -2.194], [-0.816, -1.152, -2.950], [-1.118, -0.655, -4.211], [-2.274, -1.081, -4.844], [-3.089, -2.013, -4.225], [-2.775, -2.511, -2.972], [-1.615, -2.096, -2.328], [2.623, -0.800, -3.047], [3.395, 0.298, -3.390], [4.552, 0.088, -4.130], [4.906, -1.198, -4.491], [4.125, -2.286, -4.148], [2.957, -2.088, -3.417], [0.779, 1.215, -2.040], [-0.462, 0.051, -4.703], [-2.512, -0.697, -5.824], [-3.962, -2.385, -4.745], [-3.411, -3.242, -2.495], [-1.356, -2.516, -1.365], [3.108, 1.304, -3.112], [5.147, 0.945, -4.418], [5.815, -1.356, -5.066], [4.391, -3.288, -4.454], [2.335, -2.940, -3.177]], "mulliken_spin": [0.79, 0.02, 0.00, -0.02, 0.00, 0.00, -0.02, 0.00, -0.01, -0.01, 0.00, 0.00, 0.00, 0.00, 0.00, 0.00, 0.00, 0.00, 0.00, 0.00, 0.00, 0.00, 0.00, -0.01, -0.01, 0.00, 0.02, 0.00, 0.01, 0.05, 0.02, -0.06, 0.04, -0.03, 0.02, 0.03, 0.01, -0.01, 0.06, 0.01, 0.01, 0.06, -0.01, 0.00, 0.00, 0.00, 0.00, 0.00, 0.00, 0.00, 0.00, 0.00, 0.00, 0.00, 0.00, 0.01, 0.00, 0.00, 0.00, 0.00, 0.00, 0.00, 0.00, 0.01, 0.00, 0.00, 0.00, 0.00, 0.00, 0.00, 0.00, 0.00, 0.00, 0.00, 0.00, 0.00, 0.00, 0.00, 0.00, 0.00], "homo_ev": [-18.17, -18.17], "spin_multiplicity": 2, "e_above_lowest_kcal_mol": 36.4, "gap_ha": [0.14311, 0.14248], "fmax_ha_per_bohr": 0.06556, "charge": 4}

Record 3
{"formula": "C2H3BrN4O2", "method": "wB97M-V/def2-TZVPD", "symbols": ["C", "C", "N", "N", "N", "N", "O", "O", "Br", "H", "H", "H"], "xyz": [[-0.768, -2.304, 0.315], [0.032, 1.855, -0.675], [1.360, 0.171, -1.696], [0.699, 0.989, -1.255], [-1.524, -1.450, -0.072], [0.200, 1.957, 0.762], [-0.527, 2.754, 1.336], [1.015, 1.230, 1.313], [-2.776, -0.478, 1.097], [-0.723, -2.636, 1.380], [-0.117, -2.578, -0.577], [-0.536, 2.486, -1.351]], "mulliken_charge": [-0.18, -0.19, -0.59, 0.66, -0.27, 0.92, -0.55, -0.56, -0.09, 0.26, 0.28, 0.32], "homo_ev": -9.95, "e_above_lowest_kcal_mol": 26.6, "gap_ha": 0.35057, "fmax_ha_per_bohr": 0.12481}

Record 4
{"formula": "C33H45N6O7SSbSe4V", "method": "wB97M-V/def2-TZVPD", "symbols": ["V", "O", "C", "O", "C", "C", "C", "C", "C", "C", "N", "C", "C", "C", "C", "C", "C", "N", "H", "H", "H", "H", "H", "H", "H", "H", "H", "H", "N", "C", "C", "C", "C", "N", "C", "N", "N", "C", "O", "O", "H", "H", "H", "H", "H", "H", "H", "H", "H", "H", "H", "H", "H", "H", "Se", "Sb", "Se", "Se", "Se", "C", "C", "S", "O", "C", "C", "H", "H", "H", "H", "H", "H", "H", "H", "H", "H", "C", "C", "C", "C", "C", "C", "C", "C", "C", "C", "O", "O", "H", "H", "H", "H", "H", "H", "H", "H", "H", "H", "H"], "xyz": [[0.020, 0.623, -0.170], [-2.065, 6.215, -2.598], [-0.816, 5.959, -2.270], [-0.027, 6.838, -1.990], [-0.404, 4.514, -2.281], [-0.823, 3.653, -3.306], [-0.480, 2.322, -3.309], [0.295, 1.793, -2.256], [0.773, 2.675, -1.267], [0.405, 4.024, -1.282], [0.475, 0.451, -1.970], [0.178, -0.542, -2.969], [0.407, -1.948, -2.482], [-0.020, -3.023, -3.261], [0.175, -4.305, -2.791], [0.770, -4.481, -1.546], [1.153, -3.356, -0.843], [0.997, -2.113, -1.311], [-2.709, 5.401, -2.542], [-1.456, 4.041, -4.095], [-0.817, 1.673, -4.107], [1.546, 2.360, -0.568], [0.777, 4.679, -0.506], [-0.872, -0.452, -3.286], [-0.499, -2.843, -4.216], [-0.146, -5.159, -3.375], [0.917, -5.464, -1.119], [1.579, -3.431, 0.153], [2.645, -1.722, 1.797], [3.420, -1.248, 0.667], [4.936, -1.177, 0.939], [5.830, -0.821, -0.252], [5.777, -1.801, -1.439], [4.623, -1.773, -2.322], [4.313, -0.795, -3.226], [5.231, 0.254, -3.295], [3.286, -0.934, -3.985], [2.850, 0.064, 0.117], [3.424, 0.682, -0.762], [1.735, 0.477, 0.669], [2.630, -1.031, 2.539], [3.027, -2.579, 2.195], [3.275, -1.961, -0.142], [5.222, -2.164, 1.319], [5.113, -0.472, 1.758], [6.870, -0.784, 0.091], [5.563, 0.182, -0.579], [5.832, -2.822, -1.051], [6.671, -1.661, -2.052], [3.836, -2.367, -2.115], [5.535, 0.560, -2.381], [4.848, 1.038, -3.801], [0.816, -0.392, -3.846], [3.163, -0.104, -4.557], [2.383, -4.768, 3.830], [0.267, -3.710, 3.347], [-0.947, -1.195, 1.201], [-2.252, 0.189, -0.061], [-1.300, -4.068, 5.127], [-1.014, 0.828, 4.260], [0.173, 1.470, 3.560], [-0.117, 2.281, 1.965], [0.928, 3.340, 1.885], [-1.732, 3.074, 2.179], [-1.591, 4.516, 2.637], [-0.653, 0.151, 5.036], [-1.610, 0.230, 3.573], [-1.647, 1.577, 4.738], [0.940, 0.735, 3.310], [0.637, 2.259, 4.155], [-2.304, 2.467, 2.879], [-2.206, 3.005, 1.198], [-0.959, 4.609, 3.521], [-2.580, 4.913, 2.871], [-1.154, 5.126, 1.849], [-7.857, -0.446, -0.711], [-6.798, 0.593, -0.972], [-5.909, 0.462, -2.028], [-4.906, 1.399, -2.259], [-3.952, 1.208, -3.411], [-4.791, 2.493, -1.407], [-5.672, 2.645, -0.334], [-5.549, 3.800, 0.629], [-6.666, 1.695, -0.136], [-3.655, 3.483, -1.584], [-3.775, 4.341, -2.505], [-2.693, 3.353, -0.810], [-7.889, -1.183, -1.514], [-8.847, 0.007, -0.627], [-7.661, -0.980, 0.222], [-5.982, -0.404, -2.681], [-3.697, 0.152, -3.523], [-3.028, 1.764, -3.253], [-4.395, 1.556, -4.348], [-4.788, 4.512, 0.317], [-5.276, 3.438, 1.623], [-6.500, 4.330, 0.718], [-7.345, 1.811, 0.705]], "mulliken_spin": [1.22, 0.00, 0.00, 0.00, 0.00, 0.00, 0.00, -0.03, -0.02, 0.03, -0.02, 0.02, 0.02, 0.00, 0.00, 0.00, 0.01, 0.01, 0.00, 0.00, 0.00, 0.00, 0.00, -0.02, 0.00, 0.00, 0.00, 0.00, 0.00, 0.00, 0.00, 0.00, 0.00, 0.00, 0.00, 0.00, 0.00, -0.01, 0.00, -0.01, 0.00, 0.00, 0.00, 0.00, 0.00, 0.00, 0.00, 0.00, 0.00, 0.00, 0.00, 0.00, 0.00, 0.00, 0.00, 0.00, -0.11, -0.13, 0.00, 0.00, 0.01, 0.04, -0.01, 0.00, 0.00, 0.00, 0.00, 0.00, 0.00, 0.00, 0.00, 0.00, 0.00, 0.00, 0.00, 0.00, 0.00, 0.00, 0.00, 0.00, 0.00, -0.01, 0.00, 0.00, 0.00, 0.00, 0.00, 0.00, 0.00, 0.00, 0.00, 0.00, 0.00, 0.00, 0.00, 0.00, 0.00, 0.00], "homo_ev": [-2.50, -2.50], "spin_multiplicity": 2, "e_above_lowest_kcal_mol": 3.8, "gap_ha": [0.21982, 0.23452], "fmax_ha_per_bohr": 0.02800, "charge": -2}

Record 5
{"formula": "CH15NO6", "method": "wB97M-V/def2-TZVPD", "symbols": ["C", "N", "H", "H", "H", "H", "H", "O", "H", "H", "O", "H", "H", "O", "H", "H", "O", "H", "H", "O", "H", "H", "O"], "xyz": [[-1.071, 0.958, 1.638], [-2.113, -0.106, 1.543], [-1.202, 1.442, 2.609], [-0.060, 0.546, 1.544], [-1.219, 1.716, 0.818], [-2.355, -1.352, -1.542], [-2.995, 0.367, 1.738], [-1.810, -0.931, -0.874], [1.795, 1.396, -0.636], [1.451, 0.089, -1.419], [1.580, 1.045, -1.586], [2.980, 1.085, 0.847], [1.892, -0.645, 1.227], [2.036, 0.897, 0.945], [-1.441, 0.577, -1.498], [-0.423, 1.721, -1.733], [-1.379, 1.542, -1.679], [-0.352, -1.438, -1.144], [0.758, -1.979, -0.273], [0.628, -1.648, -1.173], [-2.151, -0.467, 0.554], [1.940, -1.847, 2.352], [1.809, -1.654, 1.424]], "mulliken_spin": [0.00, 0.64, 0.02, 0.00, 0.06, -0.01, -0.01, 0.30, 0.00, 0.00, 0.00, 0.00, 0.00, 0.01, 0.00, 0.00, 0.01, -0.01, 0.00, 0.03, -0.03, 0.00, 0.00], "homo_ev": [-4.46, -4.43], "spin_multiplicity": 2, "e_above_lowest_kcal_mol": 24.4, "gap_ha": [0.28488, 0.14309], "fmax_ha_per_bohr": 0.05647, "charge": -1}